Density functional theory data (ωB97M-V/def2-TZVPD) for a cluster of 10 separate species, C50H91F4INO9 in total in a non-equilibrium geometry.

Geometry as XYZ:
```
156
Properties=species:S:1:pos:R:3
C 4.1822 3.7101 1.1534
C 4.6937 3.3539 -0.3029
C 3.4086 3.0349 -1.2003
C 3.0748 1.4865 -1.2722
C 1.8728 1.0418 -0.3909
C 0.6775 1.9050 -0.1670
C -0.4630 1.4754 0.6601
C -1.6423 2.4787 0.8431
C -3.0409 1.9720 0.3089
F -1.6977 2.8601 2.2157
N -0.3979 0.2255 1.2466
I -1.9171 -0.4665 2.4935
C 0.7074 -0.6466 1.0773
C 1.8560 -0.2840 0.2793
C 3.0410 -1.3229 0.2040
C 3.5854 -1.4938 1.7024
C 5.0665 -1.0042 1.8627
F 5.9206 -2.0779 1.7680
F 5.4008 0.0357 1.0340
F 5.2200 -0.5193 3.1599
H 4.9534 4.3592 1.6539
H 3.2243 4.2879 1.0881
H 3.9654 2.7994 1.7850
H 5.3243 2.4268 -0.2232
H 5.3022 4.1896 -0.7503
H 3.5982 3.3729 -2.2599
H 2.5384 3.6399 -0.8367
H 2.7729 1.2671 -2.3409
H 4.0147 0.9088 -1.0875
H 0.6511 2.9280 -0.6251
H -1.3811 3.3888 0.2298
H -3.6509 1.7038 1.2223
H -2.9677 1.0821 -0.3625
H -3.5924 2.8372 -0.1545
H 0.7068 -1.6481 1.5732
H 3.8365 -0.9741 -0.4989
H 2.6554 -2.2937 -0.2084
H 3.4460 -2.5533 2.0592
H 2.9839 -0.8701 2.4251
C 8.1340 4.1161 4.2817
C 8.4202 5.5862 4.5224
C 7.0264 6.1875 4.4822
O 6.1266 5.1782 4.9576
C 6.8233 3.9265 5.0230
H 8.9223 3.4514 4.6346
H 7.9884 3.9355 3.2133
H 8.8575 5.7214 5.5161
H 9.0962 6.0287 3.7900
H 6.7335 6.4441 3.4578
H 6.9360 7.0806 5.1034
H 6.9947 3.6925 6.0793
H 6.2045 3.1387 4.5882
C -6.6701 -1.3229 3.5491
C -6.3661 -2.2323 2.3720
C -6.5486 -1.2921 1.1937
O -6.2005 0.0190 1.6553
C -6.0863 -0.0019 3.0809
H -6.2446 -1.6673 4.4921
H -7.7519 -1.2284 3.6769
H -5.3255 -2.5697 2.4231
H -7.0068 -3.1124 2.3184
H -7.5917 -1.2634 0.8622
H -5.9193 -1.5584 0.3418
H -5.0224 0.0775 3.3262
H -6.6046 0.8600 3.5039
C -0.9729 -3.8608 -3.0161
C -1.7313 -3.0912 -1.9564
C -0.6719 -2.1331 -1.4412
O 0.2076 -1.8631 -2.5377
C -0.0734 -2.7875 -3.6011
H -1.6150 -4.3297 -3.7619
H -0.3693 -4.6400 -2.5465
H -2.5482 -2.5297 -2.4205
H -2.1527 -3.7215 -1.1723
H -0.0816 -2.5952 -0.6392
H -1.0864 -1.1925 -1.0672
H -0.5779 -2.2363 -4.4016
H 0.8615 -3.1910 -3.9935
C 10.5195 0.7197 0.4636
C 9.1068 0.1851 0.3244
C 8.5006 0.5485 1.6679
O 9.1548 1.7448 2.1076
C 10.2972 1.9840 1.2745
H 11.0147 0.9071 -0.4894
H 11.1297 0.0125 1.0328
H 8.5860 0.7176 -0.4778
H 9.0593 -0.8833 0.1107
H 8.6891 -0.2319 2.4134
H 7.4278 0.7209 1.6105
H 10.0676 2.8363 0.6255
H 11.1566 2.2417 1.8958
C -1.3682 -7.6771 0.8747
C -1.0613 -8.5939 -0.2946
C -1.2628 -7.6700 -1.4801
O -0.9255 -6.3437 -1.0332
C -0.8020 -6.3528 0.3937
H -0.9333 -8.0076 1.8186
H -2.4511 -7.5946 1.0072
H -0.0176 -8.9189 -0.2468
H -1.6925 -9.4808 -0.3355
H -2.3075 -7.6599 -1.8029
H -0.6396 -7.9397 -2.3312
H 0.2627 -6.2637 0.6397
H -1.3298 -5.4924 0.8138
C -3.3403 5.5979 3.5944
C -4.2629 6.7874 3.4044
C -5.0142 6.4036 2.1419
O -5.0924 4.9719 2.1267
C -4.2143 4.4469 3.1318
H -2.9838 5.4768 4.6176
H -2.4697 5.6942 2.9380
H -4.9575 6.8562 4.2465
H -3.7401 7.7400 3.3156
H -4.4717 6.7206 1.2444
H -6.0201 6.8257 2.1070
H -4.8329 4.0639 3.9516
H -3.6377 3.6233 2.7187
C -7.8210 1.2063 -1.4405
C -8.1518 2.3015 -2.4370
C -6.7972 2.9543 -2.6469
O -5.8113 1.9278 -2.4683
C -6.4412 0.7726 -1.8989
H -8.5424 0.3885 -1.4299
H -7.7649 1.6261 -0.4317
H -8.5023 1.8577 -3.3735
H -8.9113 3.0006 -2.0864
H -6.6111 3.7332 -1.8996
H -6.6923 3.3939 -3.6407
H -6.5048 0.0058 -2.6794
H -5.8291 0.3872 -1.0808
C -1.3498 6.0526 -3.9101
C -0.0477 5.5875 -4.5345
C 0.5907 4.8161 -3.3940
O -0.4820 4.2671 -2.6138
C -1.7168 4.8713 -3.0311
H -2.1235 6.2969 -4.6378
H -1.1698 6.9373 -3.2922
H -0.2573 4.9138 -5.3702
H 0.5792 6.4002 -4.9012
H 1.1750 5.4772 -2.7445
H 1.2393 4.0098 -3.7438
H -2.2851 4.1213 -3.5906
H -2.2973 5.1642 -2.1539
C -2.9823 -10.5756 -5.1630
C -3.0362 -11.6790 -4.1239
C -1.9916 -11.2191 -3.1232
O -1.9799 -9.7847 -3.1660
C -2.7346 -9.3481 -4.3050
H -3.8862 -10.4965 -5.7673
H -2.1349 -10.7395 -5.8349
H -4.0233 -11.6968 -3.6526
H -2.8328 -12.6718 -4.5254
H -0.9927 -11.5717 -3.4003
H -2.2086 -11.5533 -2.1066
H -3.6760 -8.9217 -3.9411
H -2.1819 -8.5696 -4.8347
```

Properties
- E_LUMO (eV) = -4.1671
- orbital gap (eV) = 6.394
- largest force on an atom (eV/Å) = 2.74
- charge = +1
- molecular weight (g mol⁻¹) = 1053.17
- multiplicity = 1

These are the Mulliken partial charges, in e, on atoms 1 to 5: number 1, C, carries -0.797; number 2, C, carries -0.259; number 3, C, carries -0.407; number 4, C, carries -0.383; number 5, C, carries 1.055